(1)
Formula: C5H10N2O
Source: the OMol25 dataset
Level of theory: ωB97M-V/def2-TZVPD

CARTESIAN COORDINATES (ANGSTROEM)
C (-1.284, 1.680, 0.493)
C (-1.488, 0.487, -0.400)
C (-1.023, -0.798, -0.133)
O (-1.842, -1.898, -0.184)
C (0.372, -0.889, -0.096)
N (1.041, -1.982, 0.510)
C (0.938, 0.240, -0.704)
N (2.148, 0.791, -0.303)
H (-0.450, 1.527, 1.178)
H (-1.086, 2.580, -0.097)
H (-2.182, 1.880, 1.087)
H (-2.401, 0.544, -0.993)
H (-1.281, -2.680, -0.272)
H (0.791, -2.118, 1.483)
H (2.046, -1.942, 0.415)
H (0.639, 0.548, -1.695)
H (2.510, 0.529, 0.603)
H (2.550, 1.502, -0.891)

Calculated values
HOMO-LUMO gap: 7.816 eV
E: -10372.659 eV
structure (SMILES): C/C=C(O)\C(N)=C\N
highest occupied orbital energy: -7.0 eV
energy relative to the best compared isomer or geometry (same formula, charge and spin): 61.0 kcal/mol
total charge: 0

---

(2)
Formula: C5H10N2O
Source: the OMol25 dataset
Level of theory: ωB97M-V/def2-TZVPD

CARTESIAN COORDINATES (ANGSTROEM)
C (-1.348, -1.125, 0.224)
C (-0.858, 0.239, -0.209)
C (-1.547, 1.403, 0.444)
N (-0.270, 0.450, -1.424)
C (0.853, -0.252, -1.386)
C (1.421, -0.321, -0.086)
N (1.795, 0.784, 0.700)
O (2.210, -1.391, 0.259)
H (-0.947, -1.929, -0.394)
H (-1.086, -1.320, 1.267)
H (-2.443, -1.163, 0.158)
H (-2.613, 1.215, 0.605)
H (-1.080, 1.587, 1.420)
H (-1.444, 2.304, -0.164)
H (1.206, -0.824, -2.245)
H (1.393, 1.645, 0.350)
H (2.809, 0.855, 0.746)
H (1.952, -2.157, -0.267)

Calculated values
HOMO-LUMO gap: 7.871 eV
E: -10372.164 eV
structure (SMILES): CC(C)=N/C=C(\N)O
highest occupied orbital energy: -7.1 eV
energy relative to the best compared isomer or geometry (same formula, charge and spin): 72.4 kcal/mol
total charge: 0

---

(3)
Formula: C5H10N2O
Source: the OMol25 dataset
Level of theory: ωB97M-V/def2-TZVPD

CARTESIAN COORDINATES (ANGSTROEM)
H (1.418, -2.015, -1.388)
N (0.699, -1.554, -0.844)
C (1.108, -1.047, 0.266)
N (2.391, -1.087, 0.771)
O (0.310, -0.245, 0.947)
C (-0.922, 0.078, 0.028)
C (-2.005, -0.906, 0.244)
C (-0.921, 1.237, -0.607)
C (0.051, 2.349, -0.344)
H (2.959, -1.873, 0.512)
H (2.488, -0.774, 1.721)
H (-2.840, -0.695, -0.419)
H (-2.364, -0.833, 1.281)
H (-1.640, -1.914, 0.067)
H (-1.622, 1.380, -1.424)
H (-0.071, 2.736, 0.670)
H (1.078, 1.995, -0.440)
H (-0.117, 3.167, -1.040)

Calculated values
HOMO-LUMO gap: 9.577 eV
E: -10373.873 eV
structure (SMILES): [H]/N=C(\N)O/C(C)=C\C
highest occupied orbital energy: -8.6 eV
energy relative to the best compared isomer or geometry (same formula, charge and spin): 33.0 kcal/mol
total charge: 0

---

(4)
Formula: C5H10N2O
Source: the OMol25 dataset
Level of theory: ωB97M-V/def2-TZVPD

CARTESIAN COORDINATES (ANGSTROEM)
C (1.318, 0.548, -2.341)
C (0.325, -0.082, -1.457)
C (-1.059, -0.171, -1.346)
N (-1.419, -1.117, -0.395)
C (-0.232, -1.591, 0.017)
N (0.815, -1.074, -0.586)
H (1.132, 0.452, -3.412)
H (2.308, 0.182, -2.179)
H (1.368, 1.610, -2.020)
H (-1.774, 0.365, -1.934)
H (-2.301, -1.340, 0.025)
H (0.019, -2.318, 0.790)
C (0.136, 1.779, 2.078)
O (-0.042, 0.909, 3.199)
H (-0.783, 1.730, 1.470)
H (1.061, 1.638, 1.470)
H (0.340, 2.733, 2.600)
H (0.467, 0.122, 2.989)

Calculated values
HOMO-LUMO gap: 9.487 eV
E: -10373.786 eV
structure (SMILES): Cc1c[nH]cn1.CO
highest occupied orbital energy: -8.7 eV
energy relative to the best compared isomer or geometry (same formula, charge and spin): 35.0 kcal/mol
total charge: 0

---

(5)
Formula: C5H10N2O
Source: the OMol25 dataset
Level of theory: ωB97M-V/def2-TZVPD

CARTESIAN COORDINATES (ANGSTROEM)
C (-0.035, -1.095, -1.644)
C (0.342, -1.140, -0.184)
C (0.411, -2.223, 0.723)
N (0.783, -1.695, 1.917)
C (0.775, -0.315, 1.748)
N (0.602, 0.032, 0.520)
H (0.823, -1.309, -2.340)
H (-0.181, -0.026, -1.842)
H (-0.938, -1.652, -1.949)
H (-0.014, -3.158, 0.452)
H (0.935, -2.225, 2.753)
H (1.058, 0.314, 2.619)
C (-1.074, 2.333, -0.349)
O (0.228, 2.957, -0.394)
H (-1.705, 3.156, 0.036)
H (-1.092, 1.498, 0.377)
H (-1.532, 1.991, -1.260)
H (0.615, 2.557, -1.180)

Calculated values
HOMO-LUMO gap: 9.367 eV
E: -10373.711 eV
structure (SMILES): Cc1c[nH]cn1.CO
highest occupied orbital energy: -8.5 eV
energy relative to the best compared isomer or geometry (same formula, charge and spin): 36.8 kcal/mol
total charge: 0

---

(6)
Formula: C5H10N2O
Source: the OMol25 dataset
Level of theory: ωB97M-V/def2-TZVPD

CARTESIAN COORDINATES (ANGSTROEM)
H (-1.900, -1.402, -1.212)
N (-2.192, -1.205, -0.259)
C (-1.661, -0.120, 0.200)
C (-1.498, 1.220, -0.472)
O (-1.892, 0.043, 1.575)
H (-0.988, 1.078, -1.421)
H (-2.453, 1.724, -0.602)
H (-0.911, 1.880, 0.165)
H (-2.485, -0.680, 1.836)
C (2.467, 0.561, 0.600)
C (1.411, -0.497, 0.622)
C (0.753, -0.869, -0.485)
N (0.554, -1.184, -1.660)
H (3.460, 0.106, 0.615)
H (2.374, 1.217, 1.466)
H (2.414, 1.157, -0.310)
H (1.397, -1.168, 1.468)
H (1.150, -1.861, -2.125)

Calculated values
HOMO-LUMO gap: 9.452 eV
E: -10372.430 eV
structure (SMILES): [H]/N=C(\C)O.CC=C=N
highest occupied orbital energy: -8.6 eV
energy relative to the best compared isomer or geometry (same formula, charge and spin): 66.3 kcal/mol
total charge: 0

---

(7)
Formula: C5H10N2O
Source: the OMol25 dataset
Level of theory: ωB97M-V/def2-TZVPD

CARTESIAN COORDINATES (ANGSTROEM)
N (0.168, 2.117, 0.863)
C (-0.375, 1.614, -0.294)
N (-1.719, 1.274, -0.200)
O (0.255, 1.492, -1.324)
H (-0.502, 2.495, 1.512)
H (0.940, 2.738, 0.680)
H (-2.087, 0.959, -1.084)
H (-1.946, 0.650, 0.562)
C (0.597, -0.901, 1.859)
C (0.204, -1.678, 0.846)
C (0.745, -1.666, -0.514)
C (0.378, -2.585, -1.411)
H (1.309, -0.097, 1.759)
H (0.208, -1.094, 2.850)
H (-0.496, -2.487, 1.040)
H (1.265, -0.787, -0.881)
H (0.823, -2.635, -2.394)
H (-0.334, -3.358, -1.140)

Calculated values
HOMO-LUMO gap: 9.631 eV
E: -10374.405 eV
structure (SMILES): NC(N)=O.C=CC=C
highest occupied orbital energy: -8.8 eV
energy relative to the best compared isomer or geometry (same formula, charge and spin): 20.8 kcal/mol
total charge: 0

---

(8)
Formula: C5H10N2O
Source: the OMol25 dataset
Level of theory: ωB97M-V/def2-TZVPD

CARTESIAN COORDINATES (ANGSTROEM)
C (-0.563, 1.733, 0.837)
C (-0.071, 1.432, -0.370)
C (1.303, 0.631, -0.615)
N (2.227, 0.768, 0.382)
O (1.637, 0.399, -1.766)
H (-0.183, 1.284, 1.750)
H (-1.370, 2.451, 0.953)
H (-0.435, 1.934, -1.261)
H (3.185, 0.591, 0.110)
H (2.053, 1.370, 1.173)
C (-2.173, -1.517, -0.135)
C (-0.913, -1.565, -0.588)
N (0.218, -1.724, 0.205)
H (-2.398, -1.400, 0.919)
H (-2.993, -1.387, -0.833)
H (-0.702, -1.666, -1.651)
H (0.079, -1.442, 1.170)
H (1.099, -1.894, -0.281)

Calculated values
HOMO-LUMO gap: 8.744 eV
E: -10373.301 eV
structure (SMILES): C=CC(N)=O.C=CN
highest occupied orbital energy: -8.0 eV
energy relative to the best compared isomer or geometry (same formula, charge and spin): 46.2 kcal/mol
total charge: 0

---

(9)
Formula: C5H10N2O
Source: the OMol25 dataset
Level of theory: ωB97M-V/def2-TZVPD

CARTESIAN COORDINATES (ANGSTROEM)
C (1.856, 0.086, 0.549)
C (-0.397, -1.958, -0.129)
N (0.841, 0.313, -0.480)
C (-0.561, 1.439, 0.301)
C (-1.369, 0.441, -0.112)
C (-0.537, -0.591, -0.761)
O (-2.681, 0.624, -0.493)
N (-0.476, 2.444, 1.018)
H (-2.934, 1.527, -0.235)
H (1.289, 0.298, -1.394)
H (0.458, 2.856, 0.993)
H (-0.764, -0.687, -1.834)
H (2.155, -0.960, 0.630)
H (2.752, 0.677, 0.337)
H (1.519, 0.440, 1.523)
H (0.332, -2.572, -0.671)
H (-0.117, -1.909, 0.925)
H (-1.366, -2.469, -0.166)

Calculated values
HOMO-LUMO gap: 7.177 eV
E: -10370.734 eV
highest occupied orbital energy: -6.4 eV
energy relative to the best compared isomer or geometry (same formula, charge and spin): 105.4 kcal/mol
total charge: 0

---

(10)
Formula: C5H10N2O
Source: the OMol25 dataset
Level of theory: ωB97M-V/def2-TZVPD

CARTESIAN COORDINATES (ANGSTROEM)
H (-0.998, -2.364, -0.718)
N (-1.307, -1.492, -0.300)
C (-1.230, -0.466, -1.034)
C (-1.679, 0.808, -0.472)
C (-1.602, 1.952, -1.159)
O (-2.168, 0.744, 0.786)
H (-0.856, -0.436, -2.060)
H (-1.203, 1.971, -2.155)
H (-1.934, 2.877, -0.728)
H (-2.113, -0.192, 1.049)
H (3.588, -0.123, -0.055)
N (2.781, 0.488, -0.197)
C (1.755, 0.172, 0.453)
C (1.567, -0.974, 1.393)
H (0.889, 0.810, 0.313)
H (1.234, -0.605, 2.361)
H (2.486, -1.538, 1.518)
H (0.789, -1.634, 1.008)

Calculated values
HOMO-LUMO gap: 9.670 eV
E: -10373.398 eV
structure (SMILES): [H]/N=C/C(=C)O.[H]/N=C\C
highest occupied orbital energy: -9.2 eV
energy relative to the best compared isomer or geometry (same formula, charge and spin): 44.0 kcal/mol
total charge: 0